1.
One molecule with the formula C22H26N2O5. Source: OMol25; level of theory: ωB97M-V with the def2-TZVPD basis set.

Its total energy is -36453.6381 eV. The orbital gap comes out at 8.34 eV. As for the energy above the lowest of the compared OMol25 structures with the same formula, charge and spin: 245.8 kJ/mol. As for the SMILES: COc1ccc(C(=O)N2CCC(C(=O)Nc3ccc(OC)c(OC)c3)CC2)cc1.

```
! wB97M-V def2-TZVPD RIJCOSX def2/J DEFGRID3
* xyz 0 1
H 8.60 0.54 -1.71
C -1.90 0.40 0.48
H 5.09 -4.45 -0.06
C 4.63 -3.47 0.04
C 4.94 1.53 -0.02
H -1.79 3.16 -1.35
H 8.97 0.54 0.04
O -7.29 -2.63 -0.25
C -3.72 1.71 -0.60
C -4.63 0.54 -0.46
C 5.35 -1.22 -0.11
C 0.29 1.57 0.94
O 5.66 -2.54 -0.18
C 8.74 -0.09 -0.83
H 3.83 -3.37 -0.70
H -1.68 3.40 0.39
H -0.59 0.00 2.13
C 4.10 -0.71 0.16
O -4.12 2.78 -1.04
C -1.52 2.67 -0.41
H -5.06 -2.68 -1.41
H 3.26 -1.37 0.34
H -6.08 1.69 0.60
H -1.45 1.55 2.24
H 4.20 -3.37 1.05
O 7.63 -0.92 -0.60
H 0.63 2.37 1.62
C -6.48 -1.55 -0.29
C -8.54 -2.52 0.38
C -5.85 0.72 0.18
H -3.43 -0.84 -1.58
H -2.72 -0.15 0.93
H 7.00 1.73 -0.46
H -8.43 -2.28 1.45
C -4.35 -0.69 -1.04
H -9.02 -3.49 0.28
C 3.88 0.66 0.21
C -0.08 2.19 -0.42
N -2.43 1.54 -0.24
C -5.26 -1.72 -0.96
H 9.58 -0.76 -1.01
H 2.61 2.22 0.49
H 4.78 2.60 0.02
C -6.76 -0.31 0.28
H -7.70 -0.14 0.80
H -9.17 -1.76 -0.10
H -1.36 -0.28 -0.20
H 0.57 3.02 -0.66
C 6.43 -0.33 -0.34
N 2.62 1.21 0.49
C 6.20 1.03 -0.29
C -0.93 0.87 1.56
H 0.04 1.44 -1.21
C 1.44 0.58 0.73
O 1.28 -0.62 0.76
*
```

List of natural (NBO) charges in e, atom by atom:
1. H 0.173
2. C -0.221
3. H 0.200
4. C -0.252
5. C -0.252
6. H 0.237
7. H 0.173
8. O -0.490
9. C 0.672
10. C -0.173
11. C 0.283
12. C -0.305
13. O -0.479
14. C -0.250
15. H 0.179
16. H 0.188
17. H 0.243
18. C -0.295
19. O -0.628
20. C -0.215
21. H 0.226
22. H 0.256
23. H 0.225
24. H 0.208
25. H 0.179
26. O -0.481
27. H 0.214
28. C 0.302
29. C -0.253
30. C -0.155
31. H 0.217
32. H 0.229
33. H 0.222
34. H 0.176
35. C -0.164
36. H 0.201
37. C 0.125
38. C -0.408
39. N -0.438
40. C -0.259
41. H 0.201
42. H 0.396
43. H 0.203
44. C -0.271
45. H 0.214
46. H 0.178
47. H 0.196
48. H 0.216
49. C 0.250
50. N -0.593
51. C -0.280
52. C -0.403
53. H 0.214
54. C 0.693
55. O -0.623

=====

2.
A 3-piece molecular cluster, C22H26N3O overall. Source: OMol25; level of theory: ωB97M-V with the def2-TZVPD basis set.

Its total energy is -29746.0521 eV. The orbital gap comes out at 6.85 eV. As for the energy above the lowest of the compared OMol25 structures with the same formula, charge and spin: 109.2 kJ/mol.

```
! wB97M-V def2-TZVPD RIJCOSX def2/J DEFGRID3
* xyz 1 1
H 4.68 -0.80 1.71
C 4.32 -1.79 1.98
H -0.44 5.51 1.89
C -2.00 -1.27 -3.63
H -0.75 1.77 -4.45
O -3.55 1.09 -1.15
H 1.94 4.17 -1.41
H -2.27 0.69 -2.81
H -0.03 -2.03 -6.28
C -1.45 0.23 1.60
C -0.34 4.94 0.97
H -2.37 4.25 1.00
C -1.77 0.10 -3.57
C 1.01 -2.13 2.80
H 0.01 2.92 -2.30
H 2.33 -3.72 2.11
H 0.82 -2.49 3.81
C -0.92 0.70 -4.49
C -0.29 -0.06 -5.46
N -3.82 0.10 0.98
C -2.62 -1.83 1.86
H 2.21 -0.48 2.01
H 3.96 -1.06 3.99
N -0.31 -1.54 2.35
C 2.09 -1.07 2.91
H 5.15 -2.47 2.10
C -2.64 -0.51 1.47
H 0.38 0.40 -6.17
C -0.09 3.48 -1.38
C 3.46 -1.68 3.26
C -0.51 -1.43 -5.52
H -2.67 -1.74 -2.92
H 0.64 -4.16 2.06
H 1.72 5.46 0.69
C 1.00 4.19 -0.88
C -1.43 4.23 0.47
H -1.29 -3.33 2.62
C 0.87 4.91 0.30
H 3.70 -2.10 1.15
H -1.46 1.28 1.34
C -1.30 3.50 -0.70
H -1.55 -3.10 -4.66
C 1.33 -3.33 1.92
C -1.39 -2.31 2.30
H 1.29 -3.06 0.87
C -1.37 -2.04 -4.61
H 1.81 -0.44 3.76
H 3.36 -2.69 3.64
N -0.31 -0.25 2.03
C -3.67 0.62 -0.13
H -2.15 2.96 -1.09
H -3.49 -2.47 1.79
*
```

List of natural (NBO) charges in e, atom by atom:
1. H 0.215
2. C -0.606
3. H 0.221
4. C -0.161
5. H 0.211
6. O -0.405
7. H 0.220
8. H 0.208
9. H 0.221
10. C 0.007
11. C -0.213
12. H 0.211
13. C -0.254
14. C -0.028
15. H 0.204
16. H 0.254
17. H 0.221
18. C -0.202
19. C -0.207
20. N -0.555
21. C -0.196
22. H 0.231
23. H 0.225
24. N -0.075
25. C -0.420
26. H 0.225
27. C 0.202
28. H 0.220
29. C -0.149
30. C -0.395
31. C -0.204
32. H 0.187
33. H 0.216
34. H 0.222
35. C -0.228
36. C -0.222
37. H 0.251
38. C -0.203
39. H 0.193
40. H 0.252
41. C -0.269
42. H 0.215
43. C -0.635
44. C 0.095
45. H 0.226
46. C -0.234
47. H 0.227
48. H 0.196
49. N -0.117
50. C 0.923
51. H 0.209
52. H 0.271

=====

3.
One molecule with the formula C22H26N4O4S. Source: OMol25; level of theory: ωB97M-V with the def2-TZVPD basis set.

Its total energy is -48205.3100 eV. The orbital gap comes out at 7.51 eV. As for the energy above the lowest of the compared OMol25 structures with the same formula, charge and spin: 1848.8 kJ/mol. As for the SMILES: CCOc1ccc(NC(=O)CSc2nnc(-c3ccoc3C)n2C[C@@H]2CCCO2)cc1.

```
! wB97M-V def2-TZVPD RIJCOSX def2/J DEFGRID3
* xyz 0 1
C -1.82 -1.55 1.58
H 0.79 -4.70 0.05
H 1.86 0.39 1.14
C 0.22 -5.38 -1.93
H 2.62 -1.15 3.01
H 2.94 5.11 -1.20
H 1.17 5.04 0.34
H -0.19 3.91 1.64
H 3.64 6.88 -2.93
C 2.04 -1.58 0.16
H -3.03 1.00 4.16
H 0.30 -0.22 0.91
H -3.45 -2.83 -2.15
H -3.44 -4.16 -3.15
C -0.69 2.03 -0.84
H -3.66 0.43 2.61
O 1.61 4.17 -2.38
H 0.82 -1.03 3.30
H 1.63 -1.56 -0.96
H -0.20 -4.40 1.81
N -1.77 1.79 1.07
H -0.64 -3.17 2.92
H -2.11 1.01 0.69
H -2.46 -2.64 -3.36
N -0.97 -2.56 1.22
H -1.29 1.07 -1.33
C -0.95 -3.71 -0.97
C -1.48 -3.91 -2.21
H 0.23 2.27 -2.87
H 3.88 5.03 -3.37
C 1.24 -2.74 2.22
C 0.04 -3.25 2.15
N -2.26 -1.64 -0.42
C 0.09 -4.59 -0.80
C -0.75 2.50 0.55
C 2.32 5.36 -1.93
O -0.98 -5.13 -2.58
C -2.86 -3.46 -2.71
C -2.92 0.71 3.06
H 1.72 6.23 -1.52
C -2.07 1.81 2.67
H 0.49 -6.19 -2.39
C -1.17 -2.59 -0.07
C 0.61 4.27 -0.13
H 2.68 6.06 -4.00
C -0.08 2.66 -1.69
C -0.27 3.58 0.73
C 0.79 3.72 -1.35
C 1.54 -1.37 2.34
S -1.78 -0.83 3.41
H 3.03 -1.34 0.16
N -2.32 -0.94 0.69
O 1.79 -2.79 0.78
C 3.21 5.88 -3.14
C 1.44 -0.55 1.07
H 2.15 -3.51 2.75
O -1.32 2.56 3.21
*
```

List of natural (NBO) charges in e, atom by atom:
1. C 0.317
2. H 0.241
3. H 0.238
4. C 0.073
5. H 0.238
6. H 0.159
7. H 0.216
8. H 0.212
9. H 0.212
10. C -0.065
11. H 0.250
12. H 0.211
13. H 0.257
14. H 0.225
15. C -0.205
16. H 0.211
17. O -0.498
18. H 0.231
19. H 0.195
20. H 0.256
21. N -0.647
22. H 0.246
23. H 0.398
24. H 0.234
25. N -0.392
26. H 0.224
27. C -0.234
28. C 0.375
29. H 0.209
30. H 0.212
31. C 0.025
32. C -0.251
33. N -0.298
34. C -0.257
35. C 0.113
36. C -0.050
37. O -0.411
38. C -0.665
39. C -0.503
40. H 0.169
41. C 0.684
42. H 0.203
43. C 0.359
44. C -0.306
45. H 0.209
46. C -0.219
47. C -0.229
48. C 0.274
49. C -0.425
50. S 0.116
51. H 0.169
52. N -0.363
53. O -0.584
54. C -0.622
55. C -0.452
56. H 0.259
57. O -0.542

=====

4.
One molecule with the formula C22H26N6O4. Source: OMol25; level of theory: ωB97M-V with the def2-TZVPD basis set.

Its total energy is -40364.6353 eV. The orbital gap comes out at 8.33 eV. As for the energy above the lowest of the compared OMol25 structures with the same formula, charge and spin: 375.4 kJ/mol. As for the SMILES: COc1ccc(-c2nnn(CC(=O)N3CCN(c4ccccc4OC)CC3)n2)cc1OC.

```
! wB97M-V def2-TZVPD RIJCOSX def2/J DEFGRID3
* xyz 0 1
C -0.82 -0.68 -3.48
C -1.85 1.24 -1.69
H 4.36 -4.85 4.86
H 4.35 1.18 6.73
H -3.26 -0.20 -2.51
C 0.13 -1.05 2.39
N -1.23 1.67 -2.92
N -1.02 -1.72 0.81
C -0.92 -2.17 -1.59
C 0.76 3.86 -5.80
H 0.25 1.04 -4.25
N -0.69 -0.04 2.01
C -3.37 2.40 -3.85
H -3.98 4.36 -6.53
H -1.23 -3.57 -0.01
C -2.44 -0.18 -1.77
N -1.42 -1.10 -2.22
C 1.90 -2.06 3.76
H -5.17 3.15 -4.72
H -2.62 1.95 -1.38
H -1.59 -0.66 -4.25
C -1.54 -2.55 -0.23
C 2.82 -1.99 4.78
H 0.60 3.54 -6.83
H -2.63 -2.48 -0.25
H 2.63 -4.68 4.50
H -0.05 -1.41 -3.74
H -3.91 1.88 -3.08
H 0.56 1.04 3.99
H 1.81 3.73 -5.55
C -2.05 3.77 -5.84
C 2.12 0.28 5.25
C -1.31 3.07 -4.90
C 2.93 -0.80 5.54
H 4.82 0.06 8.04
H -2.82 -0.45 -0.79
H 1.79 -2.94 3.15
O 3.87 -0.83 6.53
C 4.04 0.31 7.33
N -1.39 -0.48 1.03
H 2.19 1.19 5.82
O -0.03 -2.86 -2.05
H 3.85 -4.05 3.36
O 3.67 -3.00 5.14
C -1.97 2.34 -3.89
C -0.21 0.72 -3.32
C -4.09 3.13 -4.78
C 1.08 -0.96 3.47
H -1.08 1.23 -0.91
H -1.55 4.32 -6.62
C 3.61 -4.20 4.41
H 0.49 4.91 -5.69
H 0.56 0.69 -2.54
O 0.06 3.05 -4.88
N -0.08 -2.12 1.63
C 1.20 0.20 4.22
H 3.12 0.56 7.88
C -3.43 3.80 -5.79
*
```

List of natural (NBO) charges in e, atom by atom:
1. C -0.247
2. C -0.224
3. H 0.201
4. H 0.176
5. H 0.192
6. C 0.263
7. N -0.450
8. N 0.010
9. C 0.668
10. C -0.248
11. H 0.236
12. N -0.257
13. C -0.269
14. H 0.213
15. H 0.264
16. C -0.241
17. N -0.430
18. C -0.280
19. H 0.212
20. H 0.217
21. H 0.194
22. C -0.312
23. C 0.334
24. H 0.174
25. H 0.228
26. H 0.176
27. H 0.251
28. H 0.206
29. H 0.231
30. H 0.201
31. C -0.280
32. C -0.298
33. C 0.254
34. C 0.263
35. H 0.202
36. H 0.232
37. H 0.236
38. O -0.480
39. C -0.251
40. N -0.063
41. H 0.222
42. O -0.616
43. H 0.178
44. O -0.494
45. C 0.195
46. C -0.222
47. C -0.222
48. C -0.111
49. H 0.216
50. H 0.217
51. C -0.253
52. H 0.179
53. H 0.198
54. O -0.508
55. N -0.254
56. C -0.174
57. H 0.176
58. C -0.227

=====

5.
A 2-piece molecular cluster, C22H27BFNO7P2 overall. Source: OMol25; level of theory: ωB97M-V with the def2-TZVPD basis set.

Its total energy is -61032.0633 eV. The orbital gap comes out at 7.15 eV. As for the SMILES: CCOP(=O)(CCc1cc2c(c(B(C)O)c1[PH2]=O)C(=O)C(F)=CC2=O)OCC.c1ccncc1.

```
! wB97M-V def2-TZVPD RIJCOSX def2/J DEFGRID3
* xyz 0 1
H -5.44 -2.06 5.08
O -3.05 -1.26 4.40
H -4.76 -4.46 4.15
H -3.57 -0.48 0.70
C -7.63 -1.55 4.72
C 5.64 5.74 -3.94
H -3.02 -4.19 1.50
H 5.52 1.93 -3.86
H 0.80 0.00 3.43
H 3.72 -2.17 -0.30
C 6.59 5.04 -4.66
C 2.05 -0.13 -3.71
H 4.20 1.56 -1.87
H -4.23 -5.69 2.83
H 3.93 5.53 -2.64
C -0.40 -0.11 -2.36
H 2.57 -1.20 2.51
H 7.35 5.56 -5.24
O 2.70 1.34 2.58
C -3.81 -4.83 3.54
C 1.92 0.00 -0.79
O -2.40 -0.59 -3.91
C -1.54 -0.12 1.91
H -2.99 -5.32 4.23
H -0.86 0.84 -6.05
H -2.51 -0.18 -1.17
H 7.30 3.06 -5.19
N 4.64 3.68 -3.19
C -0.26 0.44 -5.11
H -5.98 -0.25 5.60
C -3.17 -0.03 1.72
H -2.19 -3.21 2.89
O -4.29 -2.69 2.33
O 4.35 1.31 -0.91
H 4.31 -1.14 1.21
C -0.68 -0.08 0.51
C 4.34 -1.21 0.03
O 3.26 -0.65 -3.94
C 0.99 0.00 0.60
P 1.81 0.05 2.36
F 1.99 1.01 -6.25
H 5.45 -1.28 -0.33
H -3.50 1.09 1.83
H 5.63 6.83 -3.94
H -1.15 0.70 2.68
C -3.21 -3.67 2.55
C 1.26 0.47 -5.06
C 1.25 -0.08 -2.28
H -1.30 -1.17 2.42
O -5.55 -0.48 3.52
H -8.38 -0.70 5.02
C -1.33 -0.11 -1.01
C -1.15 -0.15 -3.82
C -6.04 -1.08 4.78
H -7.84 -1.99 3.65
B 3.55 0.09 -0.59
C 4.69 5.02 -3.23
P -3.96 -1.16 3.10
H -7.79 -2.45 5.48
C 6.57 3.64 -4.64
C 5.58 3.02 -3.90
*
```

List of natural (NBO) charges in e, atom by atom:
1. H 0.204
2. O -1.066
3. H 0.230
4. H 0.261
5. C -0.653
6. C -0.262
7. H 0.196
8. H 0.194
9. H -0.020
10. H 0.239
11. C -0.162
12. C 0.477
13. H 0.510
14. H 0.215
15. H 0.198
16. C -0.059
17. H -0.041
18. H 0.218
19. O -1.038
20. C -0.654
21. C -0.297
22. O -0.515
23. C -0.476
24. H 0.228
25. H 0.276
26. H 0.264
27. H 0.223
28. N -0.436
29. C -0.324
30. H 0.199
31. C -0.749
32. H 0.204
33. O -0.799
34. O -0.908
35. H 0.251
36. C 0.013
37. C -1.036
38. O -0.499
39. C -0.234
40. P 1.357
41. F -0.329
42. H 0.264
43. H 0.274
44. H 0.222
45. H 0.264
46. C -0.092
47. C 0.366
48. C -0.124
49. H 0.252
50. O -0.778
51. H 0.221
52. C -0.211
53. C 0.510
54. C -0.090
55. H 0.225
56. B 1.066
57. C 0.037
58. P 2.207
59. H 0.218
60. C -0.260
61. C 0.031

=====

6.
C22H27Br12FO9 as an isolated structure. Source: OMol25; level of theory: ωB97M-V with the def2-TZVPD basis set.

Its total energy is -884905.5390 eV. The orbital gap comes out at 9.06 eV.

```
! wB97M-V def2-TZVPD RIJCOSX def2/J DEFGRID3
* xyz 0 1
C -1.78 -18.29 -3.79
O -0.64 -23.12 -3.39
H 1.66 -15.42 -1.75
H -4.26 -24.96 -1.94
H -1.60 -19.24 -4.27
H 0.49 -11.94 0.24
O 4.21 -12.42 -2.76
Br -0.17 -21.41 -9.21
C -4.52 -18.24 -0.57
C 0.46 -12.58 -0.64
O 2.81 -12.73 -1.06
C 3.31 -12.98 -2.27
H -0.10 -18.43 -2.48
H -0.18 -23.08 -7.33
H -8.53 -22.17 -5.19
H -3.32 -23.88 -0.93
C 1.55 -14.38 -2.06
Br -6.21 -17.91 -1.47
C -0.89 -24.41 -3.77
Br -0.41 -21.12 -5.94
H 0.59 -14.30 -2.58
H -9.86 -21.48 -4.16
C -4.98 -12.61 -4.28
C -5.67 -20.60 -3.94
C -3.85 -23.95 -1.89
C 1.65 -13.52 -0.79
H -4.09 -15.78 -3.74
Br -3.11 -13.18 -4.35
C -1.24 -16.62 -2.21
C -7.34 -21.48 -2.72
C -0.97 -17.85 -2.76
O -0.05 -25.12 -4.20
O -4.57 -20.44 -4.36
C -0.76 -22.19 -7.53
C -3.18 -16.33 -3.58
Br 3.62 -20.83 -0.32
H 4.85 -19.95 -2.25
H -9.19 -20.53 -5.48
Br -5.95 -13.21 -5.84
C -7.97 -20.59 -3.80
H -1.67 -22.23 -1.75
H -3.70 -18.06 -4.70
C -2.31 -15.83 -2.59
Br -2.59 -22.75 -7.70
O -6.78 -20.34 -4.63
H -2.11 -21.67 -3.35
H -7.42 -22.54 -2.94
O 2.60 -13.95 -2.93
H -4.98 -11.53 -4.35
H -8.36 -19.61 -3.54
H -4.71 -23.29 -1.88
O -5.96 -21.13 -2.74
C -2.96 -17.60 -4.06
H -3.55 -23.24 -3.84
H 0.31 -12.06 -1.58
H 1.68 -14.24 0.03
C 3.81 -20.18 -2.09
C -8.96 -21.28 -4.74
Br 3.25 -21.51 -3.41
Br -4.08 -20.09 -0.31
C -2.92 -23.59 -3.02
F -0.50 -16.20 -1.18
Br -4.56 -17.21 1.13
Br 2.85 -18.48 -2.38
O -2.17 -24.72 -3.53
C -1.79 -22.56 -2.79
H -7.77 -21.21 -1.76
Br -5.83 -13.07 -2.58
H -2.36 -14.84 -2.16
H -0.41 -13.23 -0.44
H -3.70 -17.78 -1.10
*
```

List of Löwdin charges in e, atom by atom:
1. C -0.064
2. O -0.002
3. H 0.099
4. H 0.090
5. H 0.037
6. H 0.085
7. O 0.186
8. Br 0.573
9. C -1.555
10. C -0.017
11. O 0.098
12. C -0.587
13. H 0.071
14. H -0.034
15. H 0.091
16. H 0.088
17. C -0.117
18. Br 0.612
19. C -0.583
20. Br 0.647
21. H 0.123
22. H 0.091
23. C -1.564
24. C -0.621
25. C -0.015
26. C -0.294
27. H 0.068
28. Br 0.640
29. C -0.308
30. C -0.086
31. C -0.013
32. O 0.170
33. O 0.144
34. C -1.594
35. C -0.134
36. Br 0.594
37. H -0.034
38. H 0.089
39. Br 0.569
40. C -0.281
41. H 0.125
42. H 0.100
43. C -0.076
44. Br 0.576
45. O 0.070
46. H 0.095
47. H 0.138
48. O 0.072
49. H -0.041
50. H 0.143
51. H 0.063
52. O -0.040
53. C -0.084
54. H 0.140
55. H 0.094
56. H 0.151
57. C -1.601
58. C -0.021
59. Br 0.560
60. Br 0.648
61. C -0.279
62. F 0.045
63. Br 0.532
64. Br 0.559
65. O 0.092
66. C -0.115
67. H 0.136
68. Br 0.564
69. H 0.080
70. H 0.081
71. H -0.067

=====

The following LUMO level values (in eV) correspond, in order, to the records above: 0.6; -4.6; 0.1; 0.7; -2.4; -0.5.